(1)
Density functional theory data (ωB97M-V with the def2-TZVPD basis set) for C20H46P4PrSe as an isolated structure at a distorted geometry.

Geometry as ORCA input:
```
! wB97M-V def2-TZVPD RIJCOSX def2/J DEFGRID3
* xyz 3 3
Pr -0.077 -0.183 -0.410
P 0.393 -1.064 -2.960
P 1.560 2.253 -0.658
P -0.730 -2.748 0.898
H -0.640 2.601 3.225
C -0.635 1.546 3.548
C 0.524 0.875 3.693
H 1.498 1.352 3.501
C -1.134 -0.640 -3.858
C 1.712 -0.373 -4.012
C 0.531 -2.872 -3.178
C 1.832 3.405 0.734
C 3.151 2.425 -1.575
C 0.426 3.220 -1.733
C -1.046 -2.856 2.693
C 0.078 -4.360 0.557
C -2.429 -3.067 0.232
H -1.617 1.042 3.649
H 0.566 -0.201 3.942
H -0.988 -0.932 -4.898
H -1.331 0.437 -3.796
H -1.991 -1.173 -3.430
H 1.470 -0.650 -5.046
H 2.687 -0.784 -3.717
H 1.738 0.723 -3.914
H 0.399 -3.086 -4.246
H -0.246 -3.387 -2.593
H 1.517 -3.215 -2.838
H 1.613 4.424 0.397
H 2.865 3.363 1.099
H 1.163 3.147 1.567
H 3.208 3.438 -1.996
H 3.199 1.696 -2.396
H 4.010 2.263 -0.909
H 0.801 4.248 -1.768
H -0.596 3.211 -1.334
H 0.397 2.813 -2.752
H -1.927 -3.489 2.870
H -1.235 -1.850 3.095
H -0.182 -3.284 3.214
H -0.608 -5.176 0.813
H 0.992 -4.458 1.152
H 0.333 -4.424 -0.508
H -2.907 -3.834 0.860
H -2.368 -3.428 -0.807
H -3.024 -2.142 0.252
C -3.948 1.854 0.685
C -3.785 2.544 1.904
C -4.877 3.235 2.435
C -6.119 3.243 1.790
C -6.279 2.521 0.598
C -5.209 1.824 0.050
Se -2.514 0.938 -0.257
H -1.208 1.304 0.637
H -2.825 2.522 2.404
H -4.761 3.783 3.377
H -6.950 3.804 2.200
H -7.240 2.497 0.093
H -5.329 1.256 -0.875
C 3.145 -2.513 1.433
P 2.808 -0.953 0.521
C 3.969 0.137 1.426
C 3.821 -1.301 -0.979
H 2.697 -2.462 2.430
H 4.222 -2.651 1.540
H 2.729 -3.388 0.924
H 5.004 -0.225 1.389
H 3.942 1.162 1.029
H 3.658 0.192 2.474
H 4.863 -1.529 -0.689
H 3.407 -2.160 -1.525
H 3.824 -0.439 -1.669
*
```

**Frontier orbital gap (alpha / beta)**: 6.61 / 6.72 eV
**HOMO energy (alpha / beta)**: -16.90 / -16.90 eV
**Strongest force on any atom**: 2.921 eV/A

***

(2)
Density functional theory data (ωB97M-V with the def2-TZVPD basis set) for an isolated ion of composition C6H15N3 and charge +2 at a distorted geometry.

Geometry as ORCA input:
```
! wB97M-V def2-TZVPD RIJCOSX def2/J DEFGRID3
* xyz 2 1
C -0.279 -0.501 0.803
C -0.324 1.375 -0.693
C -0.708 -1.134 2.091
C -2.058 1.181 1.141
C 1.339 -2.143 -0.332
C 1.757 0.859 -1.961
N -0.920 0.620 0.445
N 0.625 -1.040 0.031
N 0.379 0.459 -1.485
H -1.195 1.853 -1.110
H 0.321 2.266 -0.274
H -1.753 -1.251 1.997
H -0.612 -0.328 2.886
H -0.243 -2.103 2.485
H -2.316 2.117 0.542
H -2.912 0.519 1.277
H -1.745 1.608 2.113
H 1.236 -2.554 0.753
H 2.467 -1.797 -0.620
H 0.936 -2.698 -1.295
H 1.577 1.430 -2.853
H 2.342 1.246 -1.227
H 2.197 -0.096 -2.477
H -0.111 0.114 -2.236
*
```

**Frontier orbital gap (alpha / beta)**: 7.36 / 7.36 eV
**HOMO energy (alpha / beta)**: -18.53 / -18.53 eV
**Relative energy (zero: lowest compared OMol25 entry of this formula, charge and spin)**: 5.601 eV
**Strongest force on any atom**: 5.739 eV/A

***

(3)
Density functional theory data (ωB97M-V with the def2-TZVPD basis set) for a single C3H7N3S2 molecule at a distorted geometry.

Geometry as ORCA input:
```
! wB97M-V def2-TZVPD RIJCOSX def2/J DEFGRID3
* xyz 0 1
N 0.305 -2.107 0.302
N -0.354 -0.885 0.575
C -0.942 -0.701 1.801
S -1.696 0.679 2.288
C -0.330 0.103 -0.470
C 0.783 1.090 -0.299
N 1.148 1.985 -1.131
S 0.256 2.083 -2.591
H 1.081 -2.166 0.950
H -0.261 -2.893 0.399
H -0.857 -1.573 2.414
H -0.198 -0.419 -1.385
H -1.278 0.641 -0.429
H 1.328 1.033 0.621
H 1.014 3.130 -3.047
*
```

**SMILES**: NN(C=S)C/C=N\S
**Frontier orbital gap**: 9.21 eV
**HOMO energy**: -8.74 eV
**Relative energy (zero: lowest compared OMol25 entry of this formula, charge and spin)**: 2.415 eV
**Strongest force on any atom**: 2.621 eV/A